{
  "formula": "C35H50IrN5OS2Si",
  "method": "the ωB97M-V functional and the def2-TZVPD basis",
  "multiplicity": 5,
  "homo_lumo_gap_ev": [5.275, 6.307],
  "s_squared": 6.03,
  "e_tot_ev": -78987.7499,
  "largest_force_ev_per_a": 1.06,
  "relative_energy_kj_mol": 353.4,
  "symbols": ["C", "H", "C", "C", "H", "C", "H", "C", "H", "H", "C", "C", "C", "H", "H", "H", "Ir", "H", "H", "H", "C", "H", "H", "H", "H", "H", "H", "C", "S", "H", "H", "H", "C", "H", "C", "H", "C", "N", "H", "C", "H", "O", "H", "H", "C", "H", "C", "C", "C", "H", "Si", "C", "H", "C", "H", "C", "C", "H", "H", "C", "H", "H", "H", "H", "H", "C", "H", "S", "C", "C", "H", "H", "N", "C", "N", "H", "H", "C", "H", "C", "C", "N", "N", "H", "C", "H", "C", "C", "H", "C", "H", "H", "H", "C", "H"],
  "positions_angstrom": [[0.3216, 2.6094, 4.5033], [3.9150, 3.2703, -2.6989], [-1.7710, 3.0399, 3.3955], [2.3998, 2.3419, -1.4686], [-3.8829, 0.7553, -3.3744], [1.5829, -2.6211, -3.1343], [4.5059, -1.6230, 1.8509], [4.3678, 0.5134, -0.7646], [-0.7107, -2.3312, 0.7196], [-4.4576, 0.5677, -1.7109], [1.7955, -2.4594, -0.5349], [3.0760, -4.0494, -1.7495], [-1.7632, 4.4079, -1.1604], [-3.2221, 1.7733, -2.0754], [-4.8488, 0.2010, 1.9295], [-3.9525, -1.8920, -1.9886], [-0.3698, 1.6753, 0.0682], [-1.8913, 0.2607, 2.5413], [-3.2951, -1.6092, -3.6044], [-4.9354, 0.2243, 0.1636], [-3.0386, -1.6455, -2.5362], [3.7747, -1.1172, 3.3863], [-1.0055, -2.6344, -0.9908], [-3.8928, 1.3758, 1.0052], [-3.4913, 5.4783, -1.2983], [-2.1850, 6.1025, -2.2261], [-0.5617, -2.5388, -2.7320], [2.1272, -3.0359, -1.7641], [1.9505, 2.1607, 4.1178], [2.8347, -0.8517, -3.3105], [1.1720, -0.4704, -2.8742], [-4.3660, -2.3289, 1.6318], [4.6845, 1.5571, -1.6833], [0.3837, 2.8562, 6.6536], [-2.4462, -0.6671, 2.3720], [-2.3561, 3.1041, 2.4842], [-0.2221, 2.9065, 5.7540], [0.1787, 3.2574, -1.3076], [2.2619, 1.8053, 1.7032], [2.3713, -2.1240, 2.0666], [-2.3363, -2.4759, -2.4013], [0.7092, -1.4969, -0.6432], [3.4404, -0.2142, 1.9059], [0.2701, -2.1004, 2.5457], [3.6013, -1.2186, 2.3089], [3.9068, -4.0635, 1.5074], [1.5181, 2.0469, 2.4651], [3.0866, 0.4687, -0.2769], [-3.7138, -2.0855, 0.7784], [2.1941, -3.1728, -3.8463], [-1.7649, -0.2367, -0.3284], [-1.5487, 3.2723, 5.8040], [2.4752, -2.9675, 2.7483], [0.1410, -3.0808, -3.3639], [5.0993, -0.2257, -0.4515], [-2.4683, -0.2845, -2.1164], [-4.2554, 0.3429, 1.0111], [5.6841, 1.6410, -2.0943], [-0.5171, -0.6572, -3.0635], [-1.3125, 0.0943, -3.0612], [-1.7624, -1.5060, 2.5095], [-0.8634, 1.0567, -2.7832], [0.8844, -0.5658, -0.2941], [-1.6882, 0.1813, -4.0919], [0.0341, -4.1494, -3.1628], [3.3895, -3.7879, 0.5942], [-2.9498, -2.8770, 0.7113], [-2.5410, 3.1918, -0.1807], [3.7121, 2.4489, -2.0175], [-3.5705, 0.7674, -2.3187], [4.4312, -5.2394, -0.5832], [-2.0033, 3.5095, 6.7611], [-2.5027, 5.5397, -1.4545], [-0.4341, 2.6561, 3.3291], [0.2976, 2.2978, 2.1747], [0.8364, -0.5480, 1.8871], [-3.2167, -0.7426, 3.1554], [-0.7208, -1.8748, -0.2643], [1.6889, 4.1399, -2.4015], [-2.3115, 3.3470, 4.6284], [-3.1096, -0.6888, 0.9846], [-0.5797, 4.3629, -1.6492], [2.0923, 1.3185, -0.5874], [1.2564, -1.0358, 3.5252], [2.4395, -2.7653, 0.6658], [-0.1477, -2.8934, -4.4024], [1.4205, 3.2928, -1.7800], [3.6943, -4.4425, -0.5769], [-3.3498, 3.6556, 4.6828], [1.7938, -1.1379, -3.4697], [1.5530, -0.9676, -4.5248], [2.8555, -0.3070, 0.4504], [-4.3302, -2.1340, -0.1237], [1.1083, -1.4108, 2.5065], [3.3459, -4.5228, -2.6864]],
  "lowdin_spin": [0.00, 0.00, 0.00, 0.14, 0.00, 0.00, 0.00, 0.11, 0.00, 0.00, 0.00, 0.00, 0.07, 0.00, 0.00, 0.00, 2.02, 0.01, 0.00, 0.00, 0.00, 0.00, 0.00, 0.00, 0.00, 0.00, 0.00, 0.00, 0.02, 0.00, 0.00, 0.00, 0.08, 0.00, 0.01, 0.00, 0.00, 0.35, 0.00, 0.00, 0.00, 0.02, 0.00, 0.00, 0.00, 0.00, 0.03, 0.03, 0.00, 0.00, 0.13, 0.00, 0.00, 0.00, 0.01, 0.02, 0.00, 0.00, 0.00, 0.02, 0.00, 0.01, 0.02, 0.00, 0.00, 0.00, 0.00, 0.18, 0.04, 0.00, 0.00, 0.00, 0.04, 0.01, 0.09, 0.01, 0.00, 0.03, 0.01, 0.00, 0.02, 0.01, 0.26, 0.00, 0.00, 0.00, 0.15, 0.00, 0.00, 0.00, 0.00, 0.00, 0.00, 0.01, 0.00]
}

=====

{
  "formula": "C35H50NO17",
  "method": "the ωB97M-V functional and the def2-TZVPD basis",
  "multiplicity": 1,
  "homo_lumo_gap_ev": 6.869,
  "e_tot_ev": -73377.7565,
  "total_charge": 1,
  "largest_force_ev_per_a": 17.27,
  "relative_energy_kj_mol": 402.3,
  "symbols": ["H", "H", "H", "H", "C", "C", "H", "C", "H", "H", "C", "H", "H", "O", "H", "H", "C", "C", "H", "H", "O", "O", "O", "C", "N", "C", "H", "O", "C", "C", "H", "C", "H", "H", "C", "H", "H", "C", "H", "O", "C", "C", "O", "O", "H", "O", "H", "H", "C", "C", "H", "C", "C", "O", "C", "C", "H", "C", "C", "H", "C", "O", "O", "H", "O", "H", "H", "H", "H", "C", "C", "O", "C", "H", "H", "O", "H", "H", "H", "H", "H", "C", "C", "H", "C", "O", "C", "H", "C", "H", "O", "C", "H", "H", "H", "H", "C", "H", "H", "H", "C", "H", "H"],
  "positions_angstrom": [[1.0590, -0.9030, 31.8690], [4.3340, 3.6180, 26.2160], [4.2620, 0.6710, 34.0900], [2.5870, -0.9500, 23.3480], [2.5760, 0.6470, 34.4190], [12.1400, 3.0990, 30.8540], [2.3160, -2.8610, 23.1640], [5.3310, 5.2070, 31.2740], [7.3430, 2.7820, 22.8300], [3.8320, 5.9310, 29.7610], [0.1140, 0.1830, 34.9200], [5.1310, 0.3620, 30.6300], [5.1560, 7.1990, 32.2760], [3.8340, 1.0500, 34.8520], [2.6510, 1.7720, 28.1640], [6.1490, 8.0260, 27.5610], [5.1720, -1.5030, 28.8590], [4.4720, 7.0170, 26.3290], [13.7850, 3.4540, 31.2170], [2.1680, 3.8340, 33.0070], [6.3130, 3.6270, 28.2360], [7.2320, 6.1130, 28.6190], [6.0210, 4.2090, 31.3820], [1.1510, -0.4830, 32.6320], [4.6550, -0.1030, 28.8970], [5.8560, 6.6080, 31.5260], [-1.2300, 4.2790, 33.0960], [13.2290, 2.8050, 31.5950], [1.4050, 0.7040, 35.3170], [6.8860, 2.8260, 23.8910], [6.7720, 6.6090, 32.1740], [2.4390, -0.0290, 33.1200], [3.1770, 5.3420, 31.2060], [10.7580, 1.3660, 31.6900], [11.3660, 4.4400, 28.9680], [8.4200, 1.6670, 26.0590], [1.6950, -3.7420, 26.4880], [4.9730, 0.4320, 27.5020], [4.0300, 3.9810, 29.9710], [8.7880, 1.9160, 29.8190], [3.2630, -0.0790, 29.2070], [4.5990, 4.5900, 26.6320], [-1.1890, -1.0850, 33.3650], [2.8990, 5.5240, 25.4990], [3.9070, -2.0990, 23.7190], [-0.8500, 0.2930, 35.7540], [2.7410, 1.8420, 30.2640], [3.0360, -0.6940, 30.0470], [10.9280, 2.1990, 30.8530], [12.3620, 4.1800, 29.8990], [8.8660, 0.9880, 24.3110], [1.3080, 4.0500, 33.4230], [2.0460, -3.6750, 25.5570], [0.8390, 2.5070, 31.6710], [-0.0710, -0.4860, 33.5500], [5.4700, 0.7470, 29.7880], [2.8970, -4.3730, 25.6850], [0.2860, 3.1820, 32.6700], [2.7490, -2.0370, 23.6990], [0.8870, 5.2200, 33.4080], [5.7040, 4.7080, 27.5970], [5.9220, 0.7810, 24.5140], [13.3220, 4.8560, 29.9980], [5.2080, -2.1620, 29.7490], [3.8850, 8.1650, 25.7970], [11.7550, 5.2160, 28.1300], [1.4030, 1.2610, 36.3480], [6.4440, 0.4310, 29.6500], [6.1650, -1.6490, 28.5630], [-1.2180, 3.1830, 33.0060], [4.0050, 5.0140, 30.5070], [1.1980, 1.1400, 29.5820], [9.9660, 3.7100, 28.9140], [1.2880, -4.2280, 25.0690], [6.1550, 3.4130, 23.8030], [1.9280, -1.2720, 25.7400], [1.4770, 3.5780, 34.3220], [2.8480, -0.8100, 28.4400], [5.9310, 7.1700, 30.6650], [7.1070, 3.9190, 28.7700], [6.0790, 0.2310, 27.3830], [2.6060, 1.2730, 29.2090], [5.8460, 7.1230, 27.2210], [-1.1820, -1.3810, 32.5420], [6.8740, 1.4490, 24.5600], [3.4130, -0.1670, 32.4000], [2.2160, -2.2120, 25.0570], [-1.5690, 2.5890, 33.8990], [3.9140, 5.6540, 26.0210], [1.0290, 1.4970, 30.5340], [8.9970, 3.8030, 27.9720], [9.8450, 2.5420, 29.8850], [4.5310, 8.9720, 25.9090], [9.2290, 4.5840, 27.3140], [4.7330, -1.9890, 27.9930], [-1.9600, 3.0110, 32.2610], [6.3230, 5.9060, 27.9640], [4.5480, -0.1990, 26.7240], [4.7440, 1.4960, 27.3530], [5.1360, 1.7560, 29.9410], [8.1860, 0.9940, 25.2380], [8.1610, 0.0920, 25.9560], [7.6390, 3.2890, 24.4560]],
  "mulliken_charge": [1.30, 0.62, 0.34, 0.26, 0.04, 0.14, 0.43, 0.90, 0.33, 0.27, 0.59, 1.02, 0.36, -0.59, 0.02, 0.44, -0.91, 0.46, 0.37, 0.28, -0.05, -0.42, -0.53, -1.74, 0.76, -1.31, 0.35, -0.50, -0.69, -1.54, 0.33, 1.45, 0.39, 0.29, -0.53, -0.13, 0.51, -0.98, -0.47, -0.41, -0.87, -0.73, -0.36, -0.45, 0.21, -0.61, -0.22, 0.44, -0.97, 0.84, 0.37, -1.18, -1.57, -0.44, 0.25, -1.97, 0.37, 0.73, -0.97, 0.37, 0.54, -0.48, -0.58, 0.35, -0.48, 0.15, 0.31, 0.79, 0.41, -1.18, -0.26, -0.67, 0.72, 0.45, 0.59, -0.51, 0.38, 0.12, 0.28, -0.09, 0.39, 0.92, -1.06, 0.32, 0.90, -0.60, 0.85, 0.23, -0.07, 0.43, -0.05, 0.30, 0.38, 0.30, 0.39, 0.36, 0.89, 0.27, 0.02, 0.30, -0.61, 0.25, 0.39]
}

=====

{
  "formula": "C35H50O15",
  "method": "the ωB97M-V functional and the def2-TZVPD basis",
  "multiplicity": 1,
  "homo_lumo_gap_ev": 7.637,
  "e_tot_ev": -67803.7457,
  "largest_force_ev_per_a": 15.99,
  "relative_energy_kj_mol": 99.9,
  "smiles": "Oc1ccc(O)cc1.Oc1ccc(O)cc1.Oc1ccc(O)cc1.Oc1ccc(O)cc1.Oc1ccc(O)cc1.CO.CO.CO.CO.CO",
  "symbols": ["C", "H", "H", "C", "H", "C", "C", "H", "O", "C", "O", "C", "H", "O", "C", "C", "C", "H", "H", "C", "H", "C", "H", "H", "H", "H", "C", "H", "H", "O", "C", "H", "C", "H", "H", "H", "C", "H", "H", "O", "C", "H", "H", "H", "H", "H", "H", "O", "O", "C", "H", "O", "C", "H", "C", "H", "C", "H", "H", "C", "O", "C", "H", "H", "O", "H", "H", "H", "C", "O", "H", "O", "H", "C", "O", "H", "C", "C", "O", "H", "C", "C", "H", "H", "C", "H", "C", "C", "O", "H", "H", "C", "H", "H", "C", "H", "C", "H", "H", "C"],
  "positions_angstrom": [[3.0714, -5.1670, -1.2646], [-1.9383, -4.0383, 1.8913], [0.5821, -4.4575, 1.1314], [-1.1590, 4.8469, -0.4287], [0.6373, 2.1204, 2.3785], [-0.3719, 1.1628, -4.2980], [2.4593, -6.4104, -1.0186], [2.1070, 4.1028, 1.2500], [3.7660, -0.6625, 0.9015], [0.8872, -4.1585, -1.7196], [2.9033, -2.9670, -2.1405], [-3.0581, 1.0085, -1.5869], [4.6121, 0.9026, 2.5738], [-2.6853, -3.3734, 1.6239], [-4.1508, 0.3191, 4.1280], [4.8094, 1.3309, 1.6586], [2.3211, -4.0912, -1.5697], [-3.2675, 1.9449, -0.9631], [0.9068, 5.8311, 2.1302], [0.9901, -6.4682, -1.0109], [-4.7245, -0.4833, 4.5895], [-3.9244, 1.5441, 4.7580], [-3.2027, 3.5890, 2.1077], [-2.6829, -0.3111, -0.0262], [-2.2143, 7.2526, 0.7060], [6.9449, 4.0687, -0.8356], [0.7989, 3.4371, -0.2690], [4.2037, -5.1343, -1.5204], [-4.0145, 1.4102, 5.7815], [-0.1561, -5.4310, 2.7036], [-2.3947, -0.3494, -5.4713], [6.1306, 2.9395, 2.2289], [-3.2331, -3.7303, 0.3875], [-4.0304, -1.4366, 2.6778], [-2.8228, 1.4878, -6.4971], [-0.7490, 3.2592, -1.7312], [1.2614, 4.2972, 0.8855], [1.8955, -4.5088, 2.1172], [-3.9028, 1.2469, -2.0899], [-1.3359, 6.8278, 1.0894], [0.1466, -0.9219, 0.0577], [-0.5505, -1.7399, 0.0832], [-3.0980, 1.4725, 1.1012], [3.6753, -2.7305, -1.7554], [1.6854, 2.2041, 5.1907], [3.8331, -0.9835, 1.7111], [0.4428, -3.3820, -2.0763], [-3.8740, -0.7218, 2.0159], [0.3631, -7.6451, -0.6681], [4.6216, 0.8260, -0.6910], [-3.0747, 4.6507, 4.4534], [1.7538, 2.3802, 4.1488], [0.7150, -4.5019, 2.1663], [-2.1016, 5.0918, -0.9179], [-2.1213, 1.0365, -5.7778], [-2.0839, 3.3780, -5.5631], [-1.2186, 1.8103, -5.1718], [-2.7335, -3.5523, -0.5444], [-0.5552, -7.4694, -1.1318], [0.2351, -5.3271, -1.2751], [-3.3136, 3.7492, 5.0271], [-0.7454, 5.6466, 0.6104], [-0.8714, -5.4663, -1.3552], [-4.3405, -3.3661, 0.3808], [-1.7699, -2.2588, -4.2659], [0.6437, -3.4837, 2.3545], [-3.1588, -0.7872, -5.9979], [0.6515, 0.7195, 3.7242], [1.1507, 1.5805, 3.1486], [-3.2635, -0.2356, -0.8882], [-2.4670, -2.3763, -3.7433], [-1.2131, 3.0927, -5.4511], [5.5318, 2.2143, -1.9914], [-3.2774, 1.5260, 2.1230], [-0.5901, 0.2112, 0.3714], [0.7710, -0.9728, -0.7891], [6.0348, 2.6937, 0.0829], [-0.3870, 3.8218, -0.9026], [1.6542, 2.4906, -0.7433], [0.8264, -1.2482, 0.8315], [-3.2500, 2.7239, 2.8152], [4.4176, 0.5108, 0.6429], [4.2184, 0.0465, -1.3128], [1.8594, 1.0056, 2.6403], [0.5521, 5.4380, 1.2382], [3.0380, -7.4055, -0.8279], [-3.7121, 0.3494, 2.7035], [-3.4850, 2.6610, 4.2199], [6.7690, 3.7861, -0.1161], [-3.5710, -4.8319, 0.2628], [2.4952, 2.5649, -0.4557], [5.4698, 1.9486, -0.9468], [-0.2639, 1.1611, -0.0810], [0.1568, -0.7441, -3.3036], [-0.4731, -0.2017, -3.9533], [-0.1286, -6.3110, 2.5027], [-1.5762, -0.9757, -4.5141], [0.7544, 1.6206, -3.9360], [-2.1358, 1.0612, -2.1645], [5.6694, 2.4146, 1.4452]],
  "mulliken_charge": [-0.41, 0.23, -0.02, -0.72, -0.14, 0.18, -0.50, 0.94, -0.44, -1.09, -0.51, -0.14, 0.51, -0.38, -0.91, -0.46, 0.74, 0.00, 0.42, 0.80, 0.39, -0.52, 0.33, 0.11, 0.33, 0.16, 0.12, 0.23, 0.42, -0.54, -0.85, 0.55, -0.52, 0.24, 0.29, 0.53, -1.28, 0.27, 0.67, -0.59, -0.50, 0.00, -0.28, 0.30, 0.32, 0.28, 0.90, -0.28, -0.58, -0.84, 0.34, -0.62, -0.53, 0.34, -0.33, 0.32, 0.28, 0.15, 0.36, -0.67, -0.63, 0.78, 0.14, 0.22, -0.55, 0.55, 0.54, 0.41, 0.17, -0.49, 0.33, -0.57, 0.34, 0.43, -0.13, 0.45, 0.49, 0.00, -0.22, 0.22, -0.44, 0.67, 0.35, -0.09, -0.68, 0.28, 0.53, 0.47, -0.42, 0.32, 0.05, -0.38, -0.09, 0.53, -0.61, 0.32, 0.38, 0.04, -0.24, -0.87]
}